Computed, not measured: an isolated molecule of C3H6O, with ωB97M-V/def2-TZVPD.

DFT total energy   -5255.64885 eV
SMILES   CC(C)=O
Gap between HOMO and LUMO   10.664 eV
Lowest unoccupied orbital energy   1.0 eV

Cartesian coordinates (Å):
C -1.295 -0.045 0.234
C 0.097 0.552 0.239
C 1.224 -0.240 -0.395
O 0.317 1.618 0.771
H -2.034 0.749 0.369
H -1.501 -0.606 -0.683
H -1.385 -0.744 1.078
H 0.875 -1.041 -1.049
H 1.865 0.442 -0.961
H 1.836 -0.685 0.398